{
  "formula": "C23H25FeN3O6P",
  "method": "ωB97M-V/def2-TZVPD",
  "symbols": ["C", "O", "C", "H", "H", "H", "O", "H", "C", "H", "C", "H", "C", "H", "C", "C", "H", "H", "C", "H", "O", "C", "N", "C", "Fe", "H", "H", "H", "H", "C", "H", "C", "O", "H", "C", "H", "H", "C", "C", "C", "C", "H", "C", "C", "C", "H", "P", "O", "N", "H", "O", "N", "H", "C", "C", "H", "C", "H", "H"],
  "positions_angstrom": [[0.78792, 0.56863, -4.11817], [-2.57166, 0.23812, -0.73859], [0.13869, -1.73708, -3.88070], [3.86697, 0.78571, 3.38620], [-1.37389, 2.91402, 2.96838], [1.73710, -0.04274, 2.47531], [-2.79535, 2.18437, 1.03644], [-4.11321, -0.38128, 0.47193], [4.65896, 1.32767, 1.46286], [0.98519, 1.42847, -4.74351], [1.77853, -4.02864, 0.64925], [5.59970, 1.67940, 1.86410], [0.88750, 0.68685, -2.74170], [-0.04991, 3.10466, 1.08874], [0.84007, -4.50558, 1.54981], [3.68224, 0.83178, 2.32148], [2.42477, -2.37335, -0.54027], [-0.29974, 1.77793, 3.57059], [2.24083, 0.42878, 0.42413], [3.07852, 0.92323, -1.49914], [-2.74603, 0.00524, 2.70818], [-1.50400, 2.10334, -1.95032], [-0.03971, 2.23272, 1.62168], [0.23978, -1.63006, -2.50236], [-1.16195, 1.03326, 0.53416], [2.58998, -4.66287, 0.31859], [-4.97096, 3.02296, 1.42329], [-0.89882, -4.03241, 2.70092], [0.33880, -0.73072, -5.76325], [-1.34217, -1.57803, 2.10955], [-4.63030, 0.49860, -0.97301], [-0.17917, -3.67085, 1.97703], [-1.48006, 2.91891, -2.82074], [1.13124, 1.64911, -2.31159], [-3.85795, 1.71332, 0.63031], [5.20091, 1.72784, -0.57115], [-3.33547, 1.09649, -2.49680], [0.64744, -1.89197, 0.56079], [-2.37285, 0.85813, -2.05031], [-3.87282, 0.45071, -0.19221], [0.62805, -0.41846, -1.92370], [0.90602, -5.51595, 1.92864], [-0.28400, -2.36214, 1.49806], [1.68197, -2.72961, 0.16342], [3.22789, 0.91038, -0.42947], [0.00813, -2.48972, -1.88834], [0.64656, -0.22046, -0.13307], [-5.02558, 2.21711, 0.87895], [-1.61037, -0.33683, 1.94004], [-1.96925, -2.09459, 2.83190], [-0.78905, 2.18465, -0.82742], [-0.41770, 2.57992, 2.96287], [-2.51996, 0.83548, 3.15195], [0.41732, -0.64225, -4.68803], [4.43447, 1.35834, 0.09635], [0.94629, 1.97216, 1.66785], [2.48086, 0.38176, 1.80521], [-0.15801, -2.67819, -4.32357], [-1.86272, 0.12367, -2.67154]],
  "atomic_forces_ev_per_a": [[0.01, 0.00, 0.01], [0.09, 0.07, 0.01], [0.00, 0.00, -0.01], [-0.01, 0.00, 0.00], [0.00, -0.01, 0.01], [0.01, -0.01, 0.01], [-0.04, -0.05, 0.02], [0.01, 0.01, 0.01], [0.00, 0.00, 0.01], [0.00, 0.01, 0.00], [-0.01, 0.00, 0.00], [0.00, 0.00, 0.00], [0.08, -0.02, -0.03], [0.00, -0.02, -0.04], [0.00, 0.02, 0.00], [0.03, 0.02, 0.00], [0.00, 0.01, 0.00], [-0.04, 0.01, 0.00], [-0.03, -0.01, 0.03], [0.00, 0.00, -0.01], [0.04, -0.02, -0.03], [-0.32, 0.22, 0.26], [0.01, -0.01, 0.12], [-0.01, 0.00, 0.04], [-0.04, 0.12, -0.09], [0.00, 0.00, 0.00], [0.00, 0.00, 0.00], [0.00, 0.01, 0.00], [0.00, 0.00, 0.00], [0.05, 0.07, 0.01], [0.00, -0.01, 0.00], [0.00, -0.03, 0.01], [0.10, -0.06, -0.08], [0.05, -0.02, -0.02], [-0.02, 0.03, 0.01], [0.00, 0.00, 0.00], [0.02, 0.03, 0.00], [0.02, -0.03, 0.04], [0.02, -0.08, -0.08], [-0.04, -0.01, -0.03], [-0.04, 0.04, 0.01], [0.00, 0.00, 0.00], [-0.03, 0.03, -0.01], [0.01, -0.01, 0.00], [-0.02, 0.01, -0.01], [0.01, 0.00, 0.00], [0.07, 0.01, -0.06], [0.01, 0.00, -0.02], [-0.12, -0.12, 0.12], [0.00, 0.00, 0.01], [0.10, -0.12, -0.10], [0.04, -0.01, -0.02], [0.01, 0.00, -0.01], [-0.01, -0.02, -0.01], [-0.02, 0.00, 0.00], [0.00, 0.03, -0.02], [0.01, -0.04, -0.02], [0.00, 0.00, 0.00], [-0.03, -0.03, -0.01]],
  "nbo_charge": [-0.200, -0.524, -0.220, 0.243, 0.371, 0.212, -0.654, 0.262, -0.158, 0.248, -0.142, 0.246, -0.212, 0.422, -0.171, -0.188, 0.241, 0.363, -0.334, 0.239, -0.545, 0.752, -0.582, -0.193, 0.987, 0.251, 0.531, 0.236, 0.235, 0.164, 0.254, -0.146, -0.516, 0.243, 0.832, 0.245, 0.236, -0.372, -0.204, -0.188, -0.419, 0.253, -0.063, -0.166, -0.209, 0.229, 1.164, -0.590, -0.232, 0.239, -0.710, -0.627, 0.482, -0.102, -0.167, 0.420, -0.258, 0.242, 0.253],
  "multiplicity": 2,
  "homo_lumo_gap_ha": [0.3008, 0.2927],
  "e_homo_ha": [-0.5550, -0.5532],
  "total_charge": 2
}